# 1
Below is a 3-piece molecular cluster, C26H48NO4 overall, with properties calculated with the ωB97M-V functional and the def2-TZVPD basis.

Last column: Löwdin charge in e.
Element x y z (Å)
C  1.35826  4.11438  0.70867  0.12
C  1.42400  2.90806  0.78796  -0.07
C  1.56814  1.35116  0.70939  -0.40
O  0.33046  0.62932  0.75878  -0.13
C  -0.79991  1.39695  0.31608  -0.18
C  -2.00111  0.33986  0.14534  -0.31
C  -2.61580  0.14953  1.61697  -0.07
C  -3.06254  0.78366  -0.94368  -0.15
C  -4.28542  -0.23045  -1.09261  -0.38
C  -5.47522  0.05382  -0.06759  -0.10
C  -3.89053  -1.75384  -0.92349  -0.10
C  2.39991  0.87853  2.00921  -0.03
C  2.97852  -0.58967  1.89948  -0.43
C  1.85080  -1.68523  2.22467  -0.03
C  4.01962  -0.73415  3.12267  -0.05
N  3.75727  -0.87818  0.66917  -0.10
O  4.98899  -0.44770  0.75529  -0.04
C  3.09510  -0.43461  -0.58286  -0.44
C  1.98695  -1.41818  -1.15227  -0.04
C  4.24917  -0.39875  -1.70816  -0.05
C  2.48244  1.02554  -0.54720  -0.04
H  1.49534  5.21151  0.64824  0.05
H  -0.66351  1.91669  -0.67441  0.13
H  -1.16022  2.11154  1.12523  0.13
H  -1.52345  -0.64285  -0.15766  0.12
H  -2.88882  -0.92738  1.84015  0.07
H  -1.85896  0.47578  2.39739  0.08
H  -3.51431  0.83716  1.66986  0.08
H  -2.52626  0.78024  -1.93974  0.12
H  -3.43214  1.80950  -0.63592  0.12
H  -4.70861  -0.11393  -2.14288  0.12
H  -5.22469  -0.29755  0.98183  0.07
H  -6.40769  -0.49846  -0.38428  0.07
H  -5.73688  1.15362  -0.01713  0.08
H  -4.79105  -2.43819  -1.11018  0.08
H  -3.49575  -2.02309  0.10001  0.07
H  -3.07322  -1.99359  -1.66589  0.08
H  3.29964  1.57598  2.05464  0.12
H  1.75868  1.04050  2.91940  0.14
H  2.31287  -2.69502  2.40691  0.09
H  1.41693  -1.35366  3.22317  0.09
H  1.00580  -1.68630  1.48756  0.06
H  4.63159  -1.68435  3.01654  0.10
H  4.67363  0.17225  3.23034  0.07
H  3.39072  -0.83867  4.06485  0.09
H  2.39115  -2.47349  -1.27949  0.10
H  1.00235  -1.38643  -0.61399  0.06
H  1.77122  -1.06594  -2.21275  0.09
H  4.89043  0.52453  -1.62739  0.08
H  4.84913  -1.35697  -1.70117  0.10
H  3.70411  -0.36762  -2.70313  0.08
H  3.36367  1.74608  -0.55722  0.13
H  1.92470  1.20863  -1.50800  0.14
C  -9.06998  -3.88516  -3.19442  -0.18
C  -8.30875  -2.89399  -4.05038  -0.18
C  -7.43177  -2.20099  -3.02418  -0.21
O  -7.15724  -3.16194  -1.99554  -0.16
C  -8.01992  -4.29324  -2.17786  -0.20
H  -9.47244  -4.73071  -3.75346  0.11
H  -9.90087  -3.38061  -2.69183  0.12
H  -7.68606  -3.42987  -4.77323  0.12
H  -8.94971  -2.20293  -4.59909  0.11
H  -7.95213  -1.35466  -2.56273  0.12
H  -6.49228  -1.84167  -3.44991  0.11
H  -7.41005  -5.12389  -2.54917  0.12
H  -8.45387  -4.58174  -1.21862  0.12
C  7.20718  2.17561  1.97443  -0.17
C  7.83808  3.44553  2.51073  -0.18
C  7.97270  4.28491  1.25325  -0.21
O  6.89668  3.90610  0.38609  -0.14
C  6.28427  2.71502  0.89847  -0.21
H  6.68286  1.59131  2.73125  0.10
H  7.97569  1.54038  1.52387  0.12
H  7.15389  3.93167  3.21316  0.11
H  8.78963  3.28361  3.01877  0.11
H  8.91353  4.07429  0.73329  0.12
H  7.91998  5.35668  1.45623  0.12
H  5.30828  2.99195  1.31460  0.11
H  6.12678  2.00371  0.08559  0.10

Values from the calculation:
2S+1: 2
Kohn-Sham gap (spin up / spin down): 9.49 / 9.35 eV
E: -37413.8862 eV
HOMO energy (spin up / spin down): -8.719 / -9.273 eV
Lowest unoccupied orbital energy (spin up / spin down): 0.767 / 0.076 eV
Max |F|: 3.26 eV Å⁻¹
Net charge: 0


# 2
Below is C26H48OP2Sn as an isolated structure, with properties calculated with the ωB97M-V functional and the def2-TZVPD basis.

Last column: Löwdin charge in e.
Element x y z (Å)
Sn  -0.47261  1.19828  -3.83113  1.49
C  -0.86262  -2.04041  1.31108  -0.12
C  0.42720  -2.42014  0.83828  -0.12
C  0.71222  -0.86484  2.50581  -0.13
C  -0.68037  -1.07472  2.33761  -0.12
C  1.39717  -1.67311  1.56108  -0.12
C  -2.14484  -2.60485  0.85125  0.00
H  -2.09859  -2.89897  -0.20499  0.08
H  -2.95724  -1.87747  0.97304  0.09
H  -2.41858  -3.50302  1.42890  0.12
C  -1.75299  -0.42130  3.12540  0.02
H  -2.73071  -0.84415  2.87935  0.09
H  -1.79418  0.66068  2.93021  0.11
H  -1.57702  -0.55006  4.20212  0.11
C  1.32314  0.05102  3.49084  0.01
H  0.85404  -0.07252  4.47885  0.11
H  1.21358  1.11064  3.20676  0.10
H  2.39378  -0.15518  3.58720  0.10
C  2.86227  -1.76400  1.41439  0.01
H  3.30632  -2.43817  2.16513  0.12
H  3.33516  -0.77849  1.53965  0.10
H  3.13010  -2.14859  0.42458  0.08
C  0.72160  -3.45290  -0.17221  0.00
H  0.90169  -4.43049  0.30069  0.12
H  1.61825  -3.19739  -0.74885  0.09
H  -0.11631  -3.57321  -0.86535  0.08
C  -1.03207  1.98076  -5.88822  -0.20
C  -1.59948  0.68492  -5.75927  -0.20
C  -0.97402  -0.52406  -6.41216  -0.14
C  0.55799  -0.55346  -6.23262  -0.17
C  1.03461  0.20034  -4.98254  -0.39
C  1.95660  1.39263  -5.12913  -0.49
C  1.36491  2.64134  -5.82534  -0.21
C  0.14679  2.36220  -6.73761  -0.15
H  -1.22816  -0.62503  -7.48746  0.16
H  1.07694  -0.18850  -7.12859  0.12
H  -1.39002  -1.43570  -5.95404  0.12
H  0.39881  1.65467  -7.54277  0.13
H  -1.61869  2.82319  -5.53127  0.12
H  -2.64931  0.59472  -5.47323  0.11
H  -0.10577  3.31554  -7.24016  0.15
H  1.02466  3.37096  -5.07465  0.10
H  2.89764  1.11547  -5.64845  0.12
H  2.15882  3.15969  -6.40043  0.14
H  0.87754  -1.60205  -6.13358  0.13
H  1.28839  -0.47866  -4.14954  0.08
P  -3.78613  0.88369  -2.33742  0.85
C  -5.07729  1.35616  -3.54476  -0.31
C  -3.19631  -0.77304  -2.92098  -0.30
P  2.70316  1.61975  -3.31441  0.92
C  -2.46834  1.92766  -3.09720  -0.45
C  4.33265  0.80883  -3.34208  -0.27
C  3.03182  3.39924  -3.27832  -0.26
H  -5.26707  2.42769  -3.44732  0.05
H  -5.98146  0.80732  -3.24494  0.05
H  -4.83378  1.10088  -4.58231  0.04
H  -2.40634  -0.72672  -3.68734  -0.02
H  -4.03705  -1.33500  -3.33772  0.05
H  -2.80357  -1.31806  -2.05282  0.01
H  2.74049  3.94011  -4.19533  0.04
H  4.10910  3.50992  -3.08969  0.05
H  2.45066  3.78628  -2.42147  0.04
H  -1.99661  2.56733  -2.33172  -0.04
H  -2.89503  2.61697  -3.85068  0.03
H  5.03687  1.52764  -2.88045  0.05
H  4.69898  0.55793  -4.34319  0.05
H  4.23640  -0.09746  -2.70294  0.04
C  -1.55226  2.91292  -0.07983  -0.08
C  -0.09487  2.60607  -0.43841  -0.59
C  0.66655  2.22050  0.82570  -0.06
O  0.08146  1.67587  -1.46255  -0.38
H  -2.13888  1.98613  -0.07791  0.05
H  -1.99805  3.64571  -0.75846  0.07
H  -1.63895  3.37644  0.90999  0.08
H  0.33734  3.58063  -0.75637  0.13
H  0.18276  1.35975  1.31088  0.05
H  1.70800  1.96856  0.63097  0.08
H  0.64533  3.05620  1.54328  0.10

Values from the calculation:
2S+1: 1
Kohn-Sham gap (spin up / spin down): 5.23 / 5.21 eV
E: -54175.3376 eV
ΔE to the lowest compared entry with this formula, charge and spin: 14.2 kcal/mol
HOMO energy (spin up / spin down): -12.850 / -12.850 eV
Lowest unoccupied orbital energy (spin up / spin down): -7.618 / -7.642 eV
Max |F|: 6.21 eV Å⁻¹
Net charge: +2